Formula: C7H20N2O
Source: OMol25
Level of theory: ωB97M-V with the def2-TZVPD basis set

Computed properties:
- structure (SMILES) = CC(C)N(C)N.CCOC
- total charge = 0
- relative energy (zero: lowest compared OMol25 entry of this formula, charge and spin) (kJ/mol) = 229.4
- total energy (eV) = -12609.0690
- E_LUMO (Eh) = 0.0329
- F_max (eV/A) = 2.91
- orbital gap (eV) = 8.8

Structure (XYZ):
```
30
C7H20N2O, DFT ωB97M-V with the def2-TZVPD basis set
C -0.7790 1.8165 -1.1438
C -1.2222 -0.5992 -1.2407
C -0.4393 2.8818 -2.1841
C -0.0909 2.1301 0.1896
N -0.4342 0.5092 -1.7051
N 0.9630 0.2842 -1.6768
H -1.8635 1.8057 -0.9906
H 1.1834 -0.3818 -2.4111
H 1.2241 -0.1324 -0.7718
H -1.0302 -0.8658 -0.1697
H -2.2821 -0.3776 -1.3615
H -0.9740 -1.4842 -1.8294
H -0.2473 1.3282 0.9063
H 0.6266 2.8524 -2.3948
H -0.9799 2.6927 -3.1087
H -0.7001 3.8724 -1.8160
H 0.9782 2.2507 0.0334
H -0.4935 3.0531 0.6023
C -0.3471 -1.4809 1.8778
C 2.1055 -1.0011 1.7022
C -0.4772 -2.9630 1.5777
O 0.8386 -0.8322 1.1320
H -0.0867 -1.3204 2.9307
H -1.2914 -0.9453 1.7477
H 2.0518 -1.0296 2.8125
H 2.5919 -1.9265 1.3572
H 2.7143 -0.1440 1.4194
H 0.4580 -3.4777 1.7699
H -0.7441 -3.1200 0.5366
H -1.2527 -3.3953 2.2091
```